Record 1
{
  "formula": "CHIS2",
  "method": "the ωB97M-V functional and the def2-TZVPD basis",
  "symbols": ["C", "S", "S", "I", "H"],
  "positions_angstrom": [[-0.728841, 0.459337, 0.180633], [-0.625700, 1.951867, 1.044676], [-1.637052, 0.277501, 1.679166], [-2.024382, 0.685356, -1.958131], [0.052688, -0.099492, -0.110222]],
  "atomic_forces_ev_per_a": [[-1.949, 1.267, 1.765], [0.073, 0.610, -0.147], [-0.095, -0.315, 0.123], [-0.829, 0.363, -1.138], [2.800, -1.926, -0.602]],
  "mulliken_spin": [0.58, 0.20, 0.08, 1.15, -0.01],
  "e_homo_ha": [-0.256, -0.312],
  "de_lowest_ev": 0.2757,
  "e_tot_ev": -30820.266,
  "spin_multiplicity": 3,
  "s2": 2.01,
  "gap_ha": [0.2497, 0.1831]
}

Record 2
{
  "formula": "C33H45GeNO5OsSi4Te",
  "method": "the ωB97M-V functional and the def2-TZVPD basis",
  "symbols": ["Os", "O", "C", "C", "C", "N", "C", "C", "C", "O", "O", "C", "O", "O", "H", "H", "H", "C", "Ge", "C", "C", "C", "C", "C", "C", "C", "C", "C", "C", "C", "C", "C", "C", "C", "C", "H", "H", "H", "H", "H", "H", "H", "H", "H", "H", "H", "H", "H", "H", "H", "C", "Si", "C", "C", "Si", "Te", "Si", "C", "C", "C", "Si", "C", "C", "C", "H", "H", "H", "H", "H", "H", "H", "H", "H", "H", "H", "H", "H", "H", "H", "H", "H", "H", "H", "H", "H", "H", "H", "H", "H", "H", "H"],
  "positions_angstrom": [[-0.232734, 0.349977, 0.419753], [0.426915, 2.682829, 6.060999], [0.226069, 2.138560, 4.857313], [-1.041911, 1.798692, 4.372887], [-1.113176, 1.268632, 3.104410], [-0.034747, 1.094451, 2.374425], [1.176705, 1.355439, 2.831443], [1.367200, 1.889063, 4.078931], [2.226747, 0.913060, 1.854366], [3.398203, 0.951335, 2.027341], [1.651200, 0.375155, 0.734038], [-2.334770, 0.790347, 2.371802], [-3.453192, 0.877182, 2.767541], [-2.000917, 0.225229, 1.184824], [-0.401382, 2.805240, 6.540790], [-1.941321, 1.938057, 4.959205], [2.356590, 2.105729, 4.456862], [-2.500316, 2.940526, -0.455583], [-0.561910, 2.689169, -0.494070], [0.058040, 3.224777, -2.263676], [0.120320, 4.619966, -2.355478], [0.483031, 5.242022, -3.540443], [0.807065, 4.477215, -4.651858], [0.760043, 3.093994, -4.569900], [0.386871, 2.472468, -3.385116], [0.296982, 3.810572, 0.855922], [-0.496537, 4.322722, 1.853056], [0.046796, 5.091090, 2.906582], [1.389149, 5.333767, 2.947560], [2.246088, 4.846331, 1.929562], [3.637279, 5.112562, 1.953853], [4.449512, 4.666695, 0.952993], [3.905592, 3.942388, -0.128250], [2.570989, 3.663073, -0.174850], [1.698160, 4.091882, 0.858938], [-2.674904, 4.014428, -0.552676], [-3.000617, 2.581735, 0.438875], [-2.936445, 2.445202, -1.322235], [-0.108832, 5.239287, -1.493471], [0.519675, 6.322303, -3.590161], [1.099291, 4.958061, -5.575910], [1.013770, 2.490313, -5.431646], [0.359980, 1.390391, -3.362679], [-1.566395, 4.140489, 1.849425], [-0.605446, 5.489226, 3.673911], [1.819412, 5.919650, 3.751513], [4.042538, 5.686362, 2.778691], [5.510879, 4.873820, 0.979984], [4.555525, 3.599592, -0.922469], [2.174316, 3.111978, -1.018113], [-2.169080, -2.955018, 2.099977], [-2.556223, -3.359363, 0.309938], [-3.107885, -5.151298, 0.196184], [-3.868596, -2.204129, -0.358825], [-0.630022, -3.221769, -1.036790], [-0.548200, -0.762658, -1.779685], [1.349840, -3.772329, 0.104949], [1.557258, -2.795827, 1.691652], [1.167942, -5.593454, 0.521282], [2.814860, -3.447685, -1.014668], [-0.905791, -4.268458, -3.159144], [-0.790347, -6.131767, -2.975419], [-2.602847, -3.791811, -3.811921], [0.408903, -3.684015, -4.362062], [-3.097978, -2.853125, 2.665587], [-1.605869, -2.026218, 2.207557], [-1.585437, -3.758063, 2.556453], [-3.866074, -5.351537, 0.957677], [-2.279426, -5.842567, 0.366120], [-3.544358, -5.379949, -0.777813], [-4.796571, -2.339255, 0.202640], [-4.082310, -2.398577, -1.411277], [-3.566495, -1.157954, -0.250207], [0.671132, -2.841939, 2.326830], [1.796000, -1.747925, 1.486374], [2.393832, -3.220085, 2.253196], [0.452301, -5.727017, 1.336375], [2.128068, -5.993912, 0.856260], [0.831854, -6.195118, -0.321931], [2.885058, -2.383668, -1.255158], [2.748628, -4.002689, -1.951927], [3.743918, -3.737517, -0.518007], [-1.445154, -6.517534, -2.193019], [0.230789, -6.443333, -2.750276], [-1.078613, -6.605316, -3.916966], [-3.395928, -4.290538, -3.249758], [-2.703196, -4.083797, -4.859390], [-2.782476, -2.714867, -3.752702], [1.402627, -4.017832, -4.055948], [0.440721, -2.596064, -4.462052], [0.209802, -4.097019, -5.353340]],
  "atomic_forces_ev_per_a": [[-0.020, -0.259, 0.063], [0.004, -0.023, -0.078], [0.047, 0.010, 0.025], [-0.005, -0.017, 0.012], [-0.270, 0.042, 0.196], [0.009, -0.138, -0.253], [0.272, 0.081, 0.106], [-0.032, 0.034, 0.077], [-0.129, 0.052, -0.220], [0.142, 0.036, 0.025], [0.321, 0.248, -0.090], [0.064, 0.016, -0.153], [-0.094, -0.016, 0.064], [-0.226, 0.113, 0.018], [-0.016, -0.001, 0.002], [-0.013, -0.012, -0.024], [0.007, -0.010, -0.021], [0.029, 0.060, -0.043], [-0.153, 0.089, 0.000], [0.049, 0.131, 0.036], [-0.041, 0.011, -0.089], [0.000, -0.018, 0.018], [0.002, -0.020, 0.019], [0.009, 0.011, -0.018], [-0.035, -0.099, 0.019], [-0.051, 0.048, -0.059], [0.018, -0.059, 0.051], [0.032, 0.025, 0.004], [-0.023, -0.013, 0.001], [-0.017, -0.006, -0.043], [-0.011, 0.003, -0.001], [0.018, 0.021, 0.002], [0.046, -0.036, 0.043], [0.012, -0.138, 0.071], [0.051, 0.020, 0.014], [-0.016, -0.013, -0.029], [0.019, -0.021, 0.064], [0.007, -0.031, 0.005], [0.008, -0.011, 0.003], [0.004, -0.001, -0.006], [-0.004, -0.006, -0.002], [0.004, 0.007, 0.000], [0.010, 0.053, 0.036], [-0.012, -0.008, -0.016], [-0.006, 0.004, -0.010], [-0.006, -0.008, 0.000], [0.000, -0.008, 0.001], [-0.001, 0.003, -0.003], [-0.004, 0.012, -0.008], [0.051, -0.008, 0.067], [0.142, -0.041, 0.011], [-0.168, -0.060, -0.074], [-0.004, 0.060, 0.039], [0.033, 0.044, 0.034], [0.050, -0.051, -0.154], [-0.062, 0.022, 0.039], [0.106, -0.042, -0.056], [-0.009, 0.116, -0.015], [0.016, 0.078, 0.083], [-0.033, 0.009, 0.010], [-0.116, -0.003, -0.040], [0.030, 0.092, 0.044], [0.009, 0.050, 0.136], [0.085, 0.084, 0.130], [-0.027, 0.007, -0.003], [-0.040, -0.049, 0.002], [-0.014, 0.006, 0.009], [-0.017, -0.015, -0.021], [0.002, 0.004, 0.016], [0.014, 0.010, -0.011], [-0.013, 0.020, -0.006], [0.007, -0.016, -0.008], [-0.022, -0.065, 0.000], [0.005, -0.019, 0.007], [0.000, -0.253, 0.019], [0.009, 0.013, 0.021], [-0.005, -0.019, -0.014], [-0.007, -0.004, 0.014], [-0.002, -0.016, -0.072], [0.010, -0.010, -0.002], [-0.008, -0.010, 0.009], [0.002, 0.002, 0.002], [-0.022, 0.003, 0.007], [0.018, -0.015, 0.016], [-0.004, 0.001, -0.007], [0.006, 0.010, -0.003], [0.020, -0.031, -0.006], [0.025, -0.016, -0.022], [-0.008, 0.007, -0.015], [-0.033, -0.024, 0.006], [-0.020, -0.027, -0.002]],
  "mulliken_spin": [0.57, 0.00, 0.00, 0.00, 0.01, 0.01, 0.02, 0.00, -0.02, 0.03, 0.00, -0.01, 0.03, 0.04, 0.00, 0.00, 0.00, 0.01, 0.06, 0.00, 0.00, 0.00, 0.00, 0.00, 0.00, -0.01, 0.00, 0.00, 0.00, 0.00, 0.00, 0.00, 0.00, -0.01, 0.00, 0.00, 0.00, 0.00, 0.00, 0.00, 0.00, 0.00, 0.00, 0.00, 0.00, 0.00, 0.00, 0.00, 0.00, 0.00, 0.00, 0.01, 0.00, 0.00, 0.04, 0.19, 0.01, -0.01, 0.00, 0.00, 0.00, 0.00, 0.00, 0.00, 0.00, 0.01, 0.00, 0.00, 0.00, 0.00, 0.00, 0.00, 0.00, 0.00, 0.01, 0.00, 0.00, 0.00, 0.00, 0.00, 0.00, 0.00, 0.00, 0.00, 0.00, 0.00, 0.00, 0.00, 0.00, 0.00, 0.00],
  "total_charge": 1,
  "e_homo_ha": [-0.395, -0.394],
  "e_tot_ev": -144464.569,
  "spin_multiplicity": 2,
  "s2": 0.80,
  "gap_ha": [0.2131, 0.2067]
}

Record 3
{
  "formula": "C13H16N2O5",
  "method": "the ωB97M-V functional and the def2-TZVPD basis",
  "symbols": ["C", "O", "C", "C", "C", "C", "C", "N", "C", "O", "C", "C", "C", "N", "O", "O", "C", "O", "C", "C", "H", "H", "H", "H", "H", "H", "H", "H", "H", "H", "H", "H", "H", "H", "H", "H"],
  "positions_angstrom": [[2.488069, 4.643030, 2.254068], [2.159642, 3.316485, 2.594937], [1.452722, 2.574051, 1.705558], [1.024890, 3.008983, 0.458066], [0.302138, 2.143167, -0.344049], [-0.003438, 0.851017, 0.045952], [-0.807961, -0.031161, -0.894065], [-1.817513, -0.793516, -0.194486], [-1.920465, -2.127650, -0.014709], [-2.756695, -2.599533, 0.725454], [-0.980420, -2.980971, -0.844235], [0.353286, -2.291737, -1.095197], [0.122307, -0.920116, -1.725771], [-0.410927, -1.141446, -3.104502], [0.318886, -1.740465, -3.856245], [-1.503326, -0.717560, -3.383166], [0.440854, 0.409614, 1.305555], [0.141839, -0.869302, 1.651697], [0.422964, -1.314458, 2.958057], [1.154585, 1.275281, 2.118038], [3.036337, 5.038439, 3.107402], [1.591341, 5.247873, 2.088160], [3.124853, 4.682812, 1.364886], [1.235224, 4.004371, 0.104396], [-0.038099, 2.490989, -1.308700], [-1.332181, 0.639459, -1.593618], [-2.447326, -0.242957, 0.372807], [-1.488428, -3.200519, -1.788181], [-0.837501, -3.928535, -0.324885], [0.976208, -2.892526, -1.761639], [0.879255, -2.154447, -0.151380], [1.083533, -0.413193, -1.866421], [-0.011063, -2.311110, 3.020977], [-0.041800, -0.670264, 3.709051], [1.500935, -1.371113, 3.139866], [1.507368, 0.974751, 3.090139]],
  "atomic_forces_ev_per_a": [[0.056, 0.228, -0.069], [-0.110, -0.327, 0.043], [-0.128, -0.130, -0.184], [0.246, 0.321, 0.207], [-0.033, -0.313, 0.167], [-0.127, -0.167, -0.068], [0.146, 0.241, -0.227], [-0.355, 0.478, -0.159], [0.154, -0.152, -0.334], [-0.209, -0.271, 0.309], [0.039, 0.028, 0.181], [0.009, -0.123, -0.191], [0.341, 0.030, 0.776], [0.145, 0.120, -0.005], [0.281, -0.297, -0.426], [-0.599, 0.111, -0.252], [0.088, 0.284, -0.066], [0.056, 0.229, -0.214], [0.080, -0.126, 0.268], [0.035, -0.096, 0.185], [-0.035, 0.014, -0.088], [0.033, -0.029, -0.006], [-0.037, -0.004, 0.026], [0.038, 0.119, 0.004], [-0.078, 0.028, -0.113], [0.278, -0.186, 0.174], [-0.010, -0.161, 0.007], [-0.010, -0.025, 0.010], [-0.089, 0.059, -0.019], [-0.011, 0.113, 0.097], [0.026, 0.060, -0.089], [-0.272, -0.062, -0.108], [0.048, 0.063, 0.059], [0.015, -0.005, -0.028], [-0.045, 0.024, 0.004], [0.035, -0.076, 0.128]],
  "nbo_charge": [-0.25, -0.49, 0.32, -0.34, -0.15, -0.13, -0.06, -0.61, 0.69, -0.62, -0.51, -0.41, -0.12, 0.54, -0.38, -0.37, 0.32, -0.51, -0.25, -0.30, 0.20, 0.18, 0.18, 0.22, 0.21, 0.24, 0.41, 0.23, 0.24, 0.24, 0.24, 0.25, 0.21, 0.18, 0.18, 0.23],
  "smiles": "COc1ccc([C@@H]2NC(=O)CC[C@H]2[N+](=O)[O-])c(OC)c1",
  "e_homo_ha": -0.321,
  "de_lowest_ev": 4.5712,
  "e_tot_ev": -26955.722,
  "gap_ha": 0.3320
}

Record 4
{
  "formula": "C3H2ClNO3S2",
  "method": "the ωB97M-V functional and the def2-TZVPD basis",
  "symbols": ["C", "C", "C", "N", "O", "O", "O", "S", "S", "Cl", "H", "H"],
  "positions_angstrom": [[0.099741, 0.153757, 1.640922], [-0.898024, 0.235711, -1.363723], [1.721779, -0.234691, -0.319881], [1.328345, 0.007623, 1.053287], [2.915585, -0.273721, -0.552503], [-1.677542, 0.548576, -2.460175], [-3.364358, -0.347795, -0.363430], [0.663362, -0.402864, -1.740294], [-2.423244, -0.697274, -1.399932], [0.071805, 0.852054, 3.209262], [-0.667096, 0.168817, 0.830147], [2.229647, -0.010193, 1.466320]],
  "atomic_forces_ev_per_a": [[-0.174, -0.408, -1.163], [-1.390, -0.549, -1.067], [0.239, 1.116, 1.985], [0.737, -0.633, -3.437], [-0.942, -0.438, 0.001], [0.268, -0.104, 1.394], [-0.005, 0.449, -0.224], [0.594, 0.028, -0.178], [0.506, -0.010, 0.053], [-0.299, -0.124, -0.676], [0.000, 0.449, 1.743], [0.465, 0.224, 1.569]],
  "mulliken_spin": [0.71, 0.67, 0.03, 0.08, 0.11, 0.13, 0.01, 0.11, 0.06, 0.07, 0.03, -0.01],
  "e_homo_ha": [-0.279, -0.378],
  "e_tot_ev": -44963.323,
  "spin_multiplicity": 3,
  "s2": 2.01,
  "gap_ha": [0.2659, 0.2992]
}